No. 1
DFT (ωB97M-V with the def2-TZVPD basis set) results for C28H23BrIrN4O4S3 as an isolated structure.

ORCA input file:
```
! RIJCOSX wB97M-V def2-TZVPD def2/J DEFGRID3
* xyz 1 1
Ir 0.041 -1.700 -0.351
O -3.735 1.647 -2.163
C -4.017 1.134 -0.919
C -4.945 1.715 -0.068
C -5.164 1.161 1.184
C -4.467 0.027 1.579
C -3.546 -0.543 0.715
C -3.299 0.007 -0.535
C -2.327 -0.631 -1.503
O -1.815 -1.836 -1.045
N -1.248 0.353 -1.857
N 0.010 0.028 -1.409
C 0.950 0.895 -1.437
C 2.253 0.673 -0.838
Br 2.547 -1.080 -0.103
C 3.185 1.623 -0.773
C 4.493 1.585 -0.108
C 4.624 1.123 1.201
C 5.869 1.119 1.811
C 6.986 1.569 1.121
C 6.857 2.048 -0.176
C 5.613 2.070 -0.783
H -4.323 2.388 -2.343
H -5.494 2.595 -0.384
H -5.891 1.613 1.845
H -4.654 -0.417 2.547
H -3.039 -1.464 0.979
H -2.847 -0.823 -2.450
H -1.492 1.296 -1.574
H 0.759 1.878 -1.858
H 2.929 2.548 -1.283
H 3.746 0.807 1.751
H 5.964 0.772 2.831
H 7.955 1.561 1.600
H 7.724 2.414 -0.708
H 5.509 2.459 -1.789
O 1.023 1.254 2.197
S -0.332 0.792 2.142
O -1.326 1.629 1.548
N -0.355 -0.706 1.411
C -0.558 -1.701 2.256
S -0.403 -3.201 1.490
C -0.858 -1.265 3.624
C -1.168 -2.018 4.742
C -1.433 -1.344 5.929
C -1.383 0.044 5.992
C -1.064 0.805 4.869
C -0.813 0.120 3.703
H -1.207 -3.098 4.688
H -1.681 -1.908 6.818
H -1.594 0.543 6.928
H -1.021 1.884 4.916
S 0.604 -3.301 -2.047
C 0.119 -2.500 -3.513
N 1.095 -2.005 -4.304
C 0.886 -1.359 -5.471
C -0.393 -1.168 -5.911
C -1.444 -1.668 -5.135
C -1.196 -2.336 -3.956
H 2.043 -2.152 -3.976
H 1.768 -1.030 -6.000
H -0.570 -0.650 -6.841
H -2.465 -1.536 -5.470
H -1.985 -2.736 -3.336
*
```

The value obtained for the LUMO energy is -3.197 eV. As for the energy above the lowest of the compared OMol25 structures with the same formula, charge and spin: 11.02 kcal per mole. The total energy comes out at -148940.8462 eV.

---

No. 2
DFT (ωB97M-V with the def2-TZVPD basis set) results for C56H59GeN2OPS3SnTe as an isolated structure.

ORCA input file:
```
! RIJCOSX wB97M-V def2-TZVPD def2/J DEFGRID3
* xyz 0 1
Sn 0.084 0.141 -0.092
C -1.046 0.770 4.433
C -1.210 0.248 3.032
N -0.167 -0.034 2.325
N 1.035 0.177 3.002
C 1.771 1.077 2.476
S 1.370 1.954 1.005
S 3.344 1.337 3.251
C 3.345 3.157 3.331
C 2.274 3.690 4.244
C 1.167 4.351 3.722
C 0.153 4.801 4.559
C 0.240 4.597 5.927
C 1.346 3.944 6.457
C 2.353 3.492 5.620
C -2.559 0.164 2.461
C -3.639 -0.140 3.303
C -4.940 -0.140 2.854
C -5.192 0.237 1.535
C -4.153 0.542 0.687
C -2.813 0.453 1.106
O -1.890 0.640 0.182
H -0.401 0.112 5.015
H -2.000 0.911 4.929
H -0.536 1.737 4.387
H 3.243 3.557 2.322
H 4.345 3.404 3.688
H 1.095 4.509 2.655
H -0.704 5.310 4.138
H -0.547 4.949 6.581
H 1.421 3.784 7.524
H 3.205 2.965 6.034
H -3.440 -0.406 4.333
H -5.750 -0.401 3.520
H -6.210 0.285 1.170
H -4.333 0.825 -0.342
C 3.992 -1.676 -1.821
P 3.138 -0.589 -0.608
C 3.871 1.024 -1.070
C 4.501 1.864 -0.154
C 5.009 3.090 -0.557
C 4.892 3.497 -1.879
C 4.254 2.674 -2.795
C 3.746 1.448 -2.392
C 4.012 -1.057 0.920
C 3.262 -1.563 1.974
C 3.873 -1.945 3.162
C 5.246 -1.830 3.295
C 6.010 -1.342 2.239
C 5.398 -0.958 1.059
H 5.060 -1.452 -1.823
H 3.597 -1.524 -2.825
H 3.838 -2.716 -1.536
H 4.576 1.571 0.886
H 5.494 3.731 0.168
H 5.294 4.452 -2.193
H 4.143 2.986 -3.825
H 3.232 0.828 -3.121
H 2.186 -1.653 1.875
H 3.269 -2.323 3.976
H 5.727 -2.121 4.220
H 7.084 -1.257 2.341
H 5.999 -0.565 0.248
Te -0.168 1.763 -2.334
C 0.018 0.500 -3.992
C -0.664 0.655 -5.165
C -0.297 -0.300 -6.154
C 0.651 -1.170 -5.716
S 1.111 -0.812 -4.103
H -1.416 1.417 -5.314
H -0.733 -0.339 -7.141
H 1.092 -2.001 -6.241
C -2.458 -7.287 -1.938
C -3.214 -6.784 -0.714
C -3.335 -5.261 -0.666
C -1.989 -4.553 -0.533
Ge -2.167 -2.622 -0.256
C -3.121 -1.837 -1.762
C -2.546 -2.310 -3.096
C -3.283 -1.740 -4.307
C -4.698 -2.286 -4.463
H -2.400 -8.377 -1.947
H -1.438 -6.903 -1.967
H -2.957 -6.973 -2.858
H -2.710 -7.127 0.195
H -4.215 -7.224 -0.700
H -3.986 -4.982 0.169
H -3.842 -4.918 -1.576
H -1.377 -4.709 -1.424
H -1.423 -4.966 0.308
H -2.812 -2.378 1.119
H -3.072 -0.749 -1.688
H -4.171 -2.126 -1.663
H -2.572 -3.405 -3.149
H -1.491 -2.029 -3.156
H -2.708 -1.964 -5.208
H -3.311 -0.649 -4.223
H -4.681 -3.369 -4.609
H -5.200 -1.843 -5.324
H -5.312 -2.078 -3.586
C -0.302 -1.944 -0.214
C 0.606 -2.861 -0.233
C 1.376 -3.934 -0.175
C 1.605 -4.725 -1.413
C 1.573 -4.105 -2.661
C 1.660 -4.842 -3.829
C 1.784 -6.224 -3.775
C 1.807 -6.855 -2.540
C 1.715 -6.116 -1.370
C 1.828 -4.425 1.152
C 1.057 -4.191 2.291
C 1.466 -4.656 3.530
C 2.655 -5.363 3.654
C 3.438 -5.584 2.531
C 3.030 -5.117 1.291
H 1.462 -3.030 -2.703
H 1.632 -4.336 -4.786
H 1.854 -6.803 -4.686
H 1.885 -7.933 -2.483
H 1.706 -6.627 -0.416
H 0.129 -3.639 2.200
H 0.851 -4.469 4.401
H 2.970 -5.735 4.620
H 4.376 -6.117 2.619
H 3.656 -5.281 0.423
*
```

The value obtained for the LUMO energy is -0.321 eV. As for the energy above the lowest of the compared OMol25 structures with the same formula, charge and spin: 0.00 kcal per mole. The total energy comes out at -175492.4285 eV.

---

No. 3
DFT (ωB97M-V with the def2-TZVPD basis set) results for a single C7H19N3 molecule in a non-equilibrium geometry.

ORCA input file:
```
! RIJCOSX wB97M-V def2-TZVPD def2/J DEFGRID3
* xyz 0 1
C 0.504 0.818 -0.829
C -0.254 -0.881 1.087
C -0.193 -0.484 -0.521
C 2.025 0.773 -0.792
C -0.595 -2.373 1.119
C 1.043 -0.653 1.856
C -1.375 -0.087 1.749
N 0.100 1.024 -2.398
N -0.012 1.930 -0.114
N -1.279 1.370 -2.534
H 0.366 0.235 -2.988
H -0.975 2.083 -0.416
H 0.523 2.765 -0.322
H -1.885 0.574 -2.735
H -1.370 2.038 -3.295
H 0.330 -1.300 -1.021
H -1.238 -0.440 -0.823
H 2.406 -0.209 -1.058
H 2.405 1.496 -1.512
H 2.398 1.047 0.189
H -0.747 -2.711 2.145
H 0.211 -2.967 0.690
H -1.507 -2.578 0.558
H 0.955 -1.068 2.862
H 1.886 -1.142 1.372
H 1.244 0.409 1.972
H -1.153 0.977 1.717
H -1.487 -0.385 2.792
H -2.326 -0.262 1.248
*
```

The value obtained for the LUMO energy is 0.885 eV. As for the energy above the lowest of the compared OMol25 structures with the same formula, charge and spin: 25.68 kcal per mole. Its structure (SMILES) is CC(C)(C)C[C@](C)(N)NN. The total energy comes out at -12036.6859 eV.

---

No. 4
DFT (ωB97M-V with the def2-TZVPD basis set) results for a single C6H10O molecule in a non-equilibrium geometry.

ORCA input file:
```
! RIJCOSX wB97M-V def2-TZVPD def2/J DEFGRID3
* xyz 0 1
C -2.050 1.517 -0.597
C -1.236 0.307 -0.247
C -1.753 -0.980 -0.523
C 2.332 -0.466 0.938
O 3.199 -1.162 0.164
C 0.883 -0.623 0.586
C 0.181 0.438 0.031
H -1.653 2.261 -1.297
H -2.676 1.797 0.262
H -2.770 0.969 -1.286
H -2.760 -1.226 -0.994
H -1.259 -1.905 -0.111
H 2.412 -0.749 1.948
H 2.789 0.587 0.898
H 3.185 -0.708 -0.743
H 0.508 -1.475 1.090
H 0.668 1.418 -0.120
*
```

The value obtained for the LUMO energy is 0.318 eV. As for the energy above the lowest of the compared OMol25 structures with the same formula, charge and spin: 61.94 kcal per mole. Its structure (SMILES) is C=C(C)/C=C/CO. The total energy comes out at -8428.5545 eV.

---

No. 5
DFT (ωB97M-V with the def2-TZVPD basis set) results for a 2-piece molecular cluster, C3H5NO2 overall in a non-equilibrium geometry.

ORCA input file:
```
! RIJCOSX wB97M-V def2-TZVPD def2/J DEFGRID3
* xyz 0 1
N 2.135 1.080 0.192
C 2.171 0.113 -0.463
O -0.187 -0.603 -1.369
C -0.797 -0.860 -0.132
C -1.420 0.385 0.483
O -1.928 0.380 1.579
H 2.376 1.839 0.792
H 0.770 -0.768 -1.285
H -0.119 -1.285 0.627
H -1.604 -1.589 -0.285
H -1.397 1.307 -0.139
*
```

The value obtained for the LUMO energy is 0.843 eV. As for the energy above the lowest of the compared OMol25 structures with the same formula, charge and spin: 65.88 kcal per mole. The total energy comes out at -8774.8378 eV.

---

No. 6
DFT (ωB97M-V with the def2-TZVPD basis set) results for C4H3OPb as an isolated structure in a non-equilibrium geometry.

ORCA input file:
```
! RIJCOSX wB97M-V def2-TZVPD def2/J DEFGRID3
* xyz 1 1
C 0.837 -1.343 -0.932
C 0.291 -0.956 0.314
C -0.139 0.140 -0.256
C -0.698 1.360 0.078
O -0.890 1.682 1.307
Pb -0.382 0.459 2.840
H 1.911 -1.228 -1.107
H 0.301 -2.062 -1.559
H -1.230 1.949 -0.683
*
```

The value obtained for the LUMO energy (alpha / beta) is -6.212 / -6.294 eV. As for the energy above the lowest of the compared OMol25 structures with the same formula, charge and spin: 0.00 kcal per mole. The total energy comes out at -11478.0523 eV.

---

No. 7
DFT (ωB97M-V with the def2-TZVPD basis set) results for a 2-piece molecular cluster, C3H5F2P overall in a non-equilibrium geometry.

ORCA input file:
```
! RIJCOSX wB97M-V def2-TZVPD def2/J DEFGRID3
* xyz 0 1
C 1.691 -0.343 0.685
C -1.212 -0.244 1.305
C -0.302 -0.211 0.113
F 2.475 -0.589 -0.382
F -0.335 -1.149 -0.828
P 2.038 -0.476 2.319
H -0.571 0.243 2.073
H -2.163 0.396 1.180
H -1.553 -1.190 1.589
H -0.305 0.725 -0.448
H 3.529 -0.715 1.947
*
```

The value obtained for the LUMO energy is 0.460 eV. As for the energy above the lowest of the compared OMol25 structures with the same formula, charge and spin: 93.83 kcal per mole. The total energy comes out at -17912.0318 eV.

---

What did the sixth record say?
DFT (ωB97M-V with the def2-TZVPD basis set) results for C4H3OPb as an isolated structure in a non-equilibrium geometry.

ORCA input file:
```
! RIJCOSX wB97M-V def2-TZVPD def2/J DEFGRID3
* xyz 1 1
C 0.837 -1.343 -0.932
C 0.291 -0.956 0.314
C -0.139 0.140 -0.256
C -0.698 1.360 0.078
O -0.890 1.682 1.307
Pb -0.382 0.459 2.840
H 1.911 -1.228 -1.107
H 0.301 -2.062 -1.559
H -1.230 1.949 -0.683
*
```

The value obtained for the LUMO energy (alpha / beta) is -6.212 / -6.294 eV. As for the energy above the lowest of the compared OMol25 structures with the same formula, charge and spin: 0.00 kcal per mole. The total energy comes out at -11478.0523 eV.

---

- What is the formula in the second record?
  C56H59GeN2OPS3SnTe

---

- What is the formula in the fourth record?
  C6H10O